# C63H143N5O11

11 unconnected molecules or ions with the total composition C63H143N5O11 in a non-equilibrium geometry (wB97M-V/def2-TZVPD, the OMol25 dataset).

Each line ends with the Löwdin charge.
Geometry (Å):
1 C -1.58914 0.39620 5.03852  -0.03
2 C -1.80638 -0.96424 5.73713  -0.48
3 C -3.06327 -0.74162 6.63749  -0.04
4 C -2.06582 -2.17433 4.79866  -0.13
5 C -0.81521 -2.83250 4.22599  -0.18
6 C 0.12183 -3.17099 5.37047  -0.12
7 C 0.56933 -1.89002 6.12062  -0.55
8 C 1.37550 -2.30870 7.34140  -0.04
9 C 1.42346 -0.92896 5.31985  -0.03
10 N -0.69473 -1.37258 6.62491  -0.04
11 O -0.43368 -0.29472 7.62760  -0.06
12 H -1.45110 1.12962 5.83584  0.08
13 H -0.68388 0.42579 4.44538  0.06
14 H -2.44672 0.68271 4.43297  0.08
15 H -3.93967 -0.62788 5.97803  0.09
16 H -3.31093 -1.63914 7.20357  0.08
17 H -3.01903 0.08581 7.33068  0.07
18 H -2.54755 -2.94881 5.42402  0.12
19 H -2.80404 -1.88113 4.05148  0.11
20 H -1.08679 -3.65088 3.51826  0.12
21 H -0.30893 -2.15179 3.52844  0.07
22 H 1.05995 -3.62618 5.05606  0.12
23 H -0.27006 -3.91714 6.04965  0.12
24 H 0.71757 -2.86720 8.01327  0.10
25 H 1.70628 -1.41499 7.88199  0.08
26 H 2.19076 -2.91237 6.97172  0.08
27 H 1.05349 -0.77490 4.32485  0.04
28 H 2.48631 -1.10488 5.22171  0.09
29 H 1.34438 0.06629 5.81662  0.09
30 H -0.00837 0.52013 7.29715  0.08
31 C 4.10469 -2.23353 -0.75769  -0.02
32 C 5.54371 -2.42725 -1.30691  -0.52
33 C 5.74294 -3.88109 -1.76223  -0.04
34 C 5.84884 -1.56410 -2.55367  -0.14
35 C 5.99440 -0.08364 -2.27568  -0.17
36 C 7.07184 0.14809 -1.20096  -0.12
37 C 6.77910 -0.64762 0.08124  -0.51
38 C 8.05288 -0.62180 0.92474  -0.05
39 C 5.61962 -0.08787 0.88605  -0.03
40 N 6.55307 -2.06367 -0.33785  -0.06
41 O 6.51153 -2.95103 0.86482  -0.03
42 H 3.36616 -2.65336 -1.43614  0.07
43 H 4.07901 -2.70839 0.21528  0.08
44 H 3.79974 -1.20000 -0.63071  0.05
45 H 5.09187 -4.06068 -2.61890  0.08
46 H 6.78311 -4.06349 -2.05960  0.09
47 H 5.49638 -4.58161 -0.96541  0.08
48 H 6.78361 -1.98380 -2.95889  0.12
49 H 5.08788 -1.65600 -3.32361  0.10
50 H 6.26477 0.45452 -3.18616  0.11
51 H 5.05571 0.25756 -1.85300  0.09
52 H 7.25250 1.19199 -0.94206  0.12
53 H 8.01967 -0.28042 -1.57469  0.12
54 H 8.85244 -1.20579 0.50366  0.08
55 H 7.90501 -1.11041 1.88406  0.08
56 H 8.38546 0.40027 1.16556  0.09
57 H 6.01360 0.55768 1.69728  0.07
58 H 5.11838 -0.92411 1.38155  0.09
59 H 4.91144 0.45306 0.27535  0.07
60 H 7.30523 -3.48130 0.86301  0.09
61 C -0.99979 -2.70287 -0.07305  -0.02
62 C -1.44904 -1.47977 -0.86121  -0.47
63 C -2.03329 -1.88833 -2.27384  -0.01
64 C -2.57374 -0.65420 -0.13325  -0.12
65 C -2.09044 -0.01547 1.14993  -0.17
66 C -1.01064 0.96338 0.75357  -0.15
67 C 0.18270 0.32299 0.09609  -0.50
68 C 1.04378 1.41485 -0.49281  -0.03
69 C 0.96382 -0.51592 1.12398  -0.01
70 N -0.34945 -0.50401 -1.04925  -0.05
71 O 0.76836 -1.08910 -1.80209  -0.07
72 H -0.05460 -3.06209 -0.45895  0.07
73 H -0.91579 -2.54235 1.00959  0.06
74 H -1.71062 -3.51328 -0.20250  0.07
75 H -2.38910 -1.03889 -2.88085  0.08
76 H -1.25475 -2.41062 -2.83037  0.06
77 H -2.84513 -2.55591 -1.99387  0.05
78 H -2.91302 0.09654 -0.87313  0.11
79 H -3.40259 -1.37370 -0.00955  0.11
80 H -2.91785 0.50894 1.64427  0.11
81 H -1.67598 -0.77013 1.82935  0.09
82 H -0.67728 1.37305 1.70811  0.12
83 H -1.36190 1.78770 0.16343  0.11
84 H 0.50258 2.02965 -1.20843  0.07
85 H 1.89674 0.96244 -1.00532  0.07
86 H 1.36140 2.10411 0.29302  0.07
87 H 1.52140 -1.28138 0.58214  0.07
88 H 0.32917 -1.07903 1.81245  0.04
89 H 1.69102 0.07424 1.75128  0.10
90 H 0.61531 -0.70697 -2.69537  0.05
91 C 4.23943 2.20835 3.72515  -0.01
92 C 4.16286 3.69108 3.35434  -0.56
93 C 2.88219 3.97735 2.59475  -0.03
94 C 4.11754 4.64775 4.53238  -0.13
95 C 5.45441 4.90949 5.24639  -0.16
96 C 6.44311 5.39652 4.25642  -0.18
97 C 6.65097 4.47626 3.07446  -0.51
98 C 7.37602 5.35018 2.03993  -0.04
99 C 7.44027 3.19715 3.41615  -0.01
100 N 5.26664 4.16918 2.57938  -0.02
101 O 5.40597 3.39154 1.23979  -0.05
102 H 4.41437 1.61672 2.82898  0.06
103 H 4.99596 1.96444 4.46642  0.07
104 H 3.30012 1.78097 4.10084  0.08
105 H 2.89215 3.52600 1.61540  0.07
106 H 2.02628 3.76864 3.22134  0.09
107 H 2.93129 5.03294 2.41013  0.07
108 H 3.59820 5.56895 4.25673  0.12
109 H 3.45566 4.17671 5.25466  0.12
110 H 5.33292 5.69479 5.99033  0.12
111 H 5.77703 3.95236 5.69330  0.11
112 H 7.44144 5.65036 4.60306  0.13
113 H 6.02750 6.30004 3.79139  0.12
114 H 8.38009 5.58704 2.42037  0.09
115 H 6.79414 6.27876 1.89367  0.09
116 H 7.49482 4.87006 1.08141  0.07
117 H 7.31545 2.48441 2.59591  0.06
118 H 7.06953 2.68682 4.31536  0.07
119 H 8.53123 3.37266 3.45024  0.09
120 H 5.04132 4.04629 0.63358  0.08
121 C -6.01863 -1.11629 -2.86584  -0.04
122 C -6.33956 -1.92820 -4.12061  -0.48
123 C -7.01460 -0.97436 -5.16216  -0.03
124 C -4.98081 -2.48968 -4.68332  -0.13
125 C -5.08862 -3.68010 -5.62986  -0.16
126 C -5.92196 -4.72695 -4.90690  -0.15
127 C -7.32845 -4.28487 -4.57101  -0.52
128 C -8.16496 -3.94648 -5.81375  -0.02
129 C -8.03337 -5.39344 -3.70613  -0.01
130 N -7.17038 -3.09497 -3.71867  -0.07
131 O -8.49444 -2.59293 -3.29843  -0.03
132 H -5.72634 -1.79418 -2.05322  0.08
133 H -5.27560 -0.37473 -3.14291  0.08
134 H -6.88950 -0.65049 -2.42054  0.08
135 H -8.09044 -0.81241 -5.02974  0.08
136 H -6.52013 0.00935 -5.11585  0.08
137 H -6.89255 -1.29908 -6.20361  0.07
138 H -4.38899 -1.66718 -5.08549  0.12
139 H -4.44344 -2.82072 -3.79461  0.09
140 H -5.62958 -3.37619 -6.53937  0.10
141 H -4.09421 -4.00855 -5.90265  0.11
142 H -5.46576 -4.98034 -3.94507  0.11
143 H -6.01017 -5.65226 -5.45192  0.12
144 H -8.45775 -4.85262 -6.35295  0.09
145 H -7.60777 -3.39658 -6.55137  0.05
146 H -9.01720 -3.35315 -5.50694  0.08
147 H -9.04901 -5.07346 -3.42460  0.08
148 H -7.43680 -5.49107 -2.77641  0.06
149 H -8.11494 -6.35751 -4.20613  0.08
150 H -8.48960 -2.84179 -2.37599  0.09
151 C -3.97761 4.29737 2.46983  -0.05
152 C -3.27461 5.45638 1.79976  -0.47
153 C -3.82723 6.79639 2.24669  -0.05
154 O -1.84892 5.42231 2.04347  -0.08
155 H -5.05646 4.41098 2.33068  0.09
156 H -3.83415 4.33562 3.55070  0.08
157 H -3.62084 3.32799 2.13472  0.07
158 H -3.33781 5.40362 0.71312  0.13
159 H -3.34806 7.61360 1.72214  0.08
160 H -3.71517 6.93783 3.33945  0.09
161 H -4.89886 6.83365 2.02019  0.09
162 H -1.67783 5.86937 2.88365  0.10
163 C 0.94876 -4.13274 -4.03669  -0.05
164 C 1.42291 -5.47560 -3.45014  -0.50
165 C 1.16827 -5.44638 -1.93898  -0.05
166 O 0.67789 -6.49289 -4.03187  -0.03
167 H 1.17783 -4.07099 -5.07394  0.06
168 H 1.45793 -3.28108 -3.57470  0.07
169 H -0.13836 -4.07460 -3.98295  0.07
170 H 2.47007 -5.57253 -3.68871  0.13
171 H 1.48739 -6.43026 -1.59863  0.07
172 H 0.10928 -5.46802 -1.68544  0.08
173 H 1.64635 -4.61076 -1.45186  0.06
174 H 1.16540 -7.31774 -4.01824  0.09
175 C -4.95422 3.72479 -2.76295  -0.05
176 C -3.51100 3.82850 -2.25202  -0.51
177 C -2.59130 2.77572 -2.86708  -0.05
178 O -3.12277 5.15617 -2.54441  -0.06
179 H -5.52452 4.48489 -2.21428  0.08
180 H -5.43326 2.76206 -2.56041  0.07
181 H -4.96093 3.93641 -3.83452  0.08
182 H -3.49760 3.62220 -1.18505  0.12
183 H -1.59188 2.76830 -2.43059  0.06
184 H -2.44358 2.99736 -3.91835  0.08
185 H -3.05280 1.78849 -2.78336  0.06
186 H -2.32856 5.35719 -1.99888  0.05
187 C 0.46998 5.63020 -2.45489  -0.05
188 C 0.34721 5.44499 -0.96607  -0.46
189 C 1.40041 6.26079 -0.18496  -0.04
190 O -1.00152 5.85731 -0.63799  -0.08
191 H 1.41816 5.19272 -2.82715  0.09
192 H 0.40699 6.69204 -2.67402  0.09
193 H -0.26337 5.00484 -2.95370  0.06
194 H 0.47748 4.40739 -0.68782  0.11
195 H 1.25901 6.10255 0.89527  0.07
196 H 1.40417 7.31961 -0.38111  0.07
197 H 2.39650 5.95130 -0.50725  0.08
198 H -1.18201 5.72551 0.32460  0.06
199 C -5.08921 -5.03314 -0.99391  -0.06
200 C -5.45291 -5.19010 0.48848  -0.48
201 C -5.14633 -3.91215 1.28973  -0.06
202 O -6.83626 -5.43584 0.67755  -0.05
203 H -4.11382 -4.55011 -1.14433  0.07
204 H -5.80060 -4.43415 -1.57409  0.05
205 H -5.01374 -6.02196 -1.44633  0.08
206 H -4.85931 -5.97798 0.96436  0.13
207 H -5.70708 -3.09300 0.84338  0.08
208 H -4.06365 -3.78477 1.40238  0.07
209 H -5.54133 -4.03969 2.30394  0.08
210 H -7.26219 -5.60748 -0.17191  0.08
211 C 3.23430 0.31715 -5.18257  -0.03
212 C 2.08325 0.97029 -4.41461  -0.47
213 C 1.60798 2.28246 -4.96128  -0.05
214 O 0.94528 0.11669 -4.22073  -0.07
215 H 3.68027 -0.53358 -4.66303  0.06
216 H 4.01800 1.05998 -5.28115  0.08
217 H 2.96461 -0.04641 -6.17654  0.08
218 H 2.43459 1.09241 -3.37904  0.13
219 H 0.78965 2.66041 -4.33084  0.08
220 H 1.17602 2.10492 -5.93961  0.08
221 H 2.41035 3.02929 -5.00878  0.09
222 H 0.79263 -0.40538 -5.01870  0.11

Output
Energy above the lowest of the compared OMol25 structures with the same formula, charge and spin in kJ/mol: 0.00
Structure (SMILES): CC1(C)CCCC(C)(C)N1O.CC1(C)CCCC(C)(C)N1O.CC1(C)CCCC(C)(C)N1O.CC1(C)CCCC(C)(C)N1O.CC1(C)CCCC(C)(C)N1O.CC(C)O.CC(C)O.CC(C)O.CC(C)O.CC(C)O.CC(C)O
Kohn-Sham gap in eV: 8.44
E in a.u.: -3587.3732


# CH4ClOP

2 unconnected molecules or ions with the total composition CH4ClOP in a non-equilibrium geometry (wB97M-V/def2-TZVPD, the OMol25 dataset).

Each line ends with the Löwdin charge.
Geometry (Å):
1 C 1.08029 0.05875 -0.92784  -0.33
2 O 0.63508 -0.44678 0.24332  -0.35
3 P -1.92625 -0.36875 0.79188  0.48
4 Cl -1.81338 -0.92606 2.66579  0.15
5 H 1.11393 -0.69065 -1.73540  0.07
6 H 2.10122 0.43625 -0.75276  0.08
7 H 0.49743 0.92799 -1.27361  0.06
8 H -1.68833 1.00924 0.98862  -0.16

Output
Energy above the lowest of the compared OMol25 structures with the same formula, charge and spin in kJ/mol: 429.17
Kohn-Sham gap in eV: 6.99
E in a.u.: -917.1691


# C4H12B3NO12S2

A molecular structure, C4H12B3NO12S2 in a non-equilibrium geometry (wB97M-V/def2-TZVPD, the OMol25 dataset).

Each line ends with the Löwdin charge.
Geometry (Å):
1 N -3.48940 -0.06532 1.82018  0.21
2 B -3.46079 -1.43527 1.34485  -0.67
3 O -4.56036 -2.08820 0.74105  0.25
4 B -4.84092 -3.16193 1.58522  -0.32
5 O -3.79515 -4.02790 1.88358  0.27
6 B -2.75007 -3.21963 2.38934  -0.70
7 O -2.26156 -3.39974 3.66177  0.22
8 O -2.31502 -2.22098 1.51938  0.23
9 H -3.52099 -0.10225 2.83996  0.09
10 H -4.40026 0.32425 1.57342  0.09
11 H -5.91126 -3.30251 2.08895  0.12
12 H -2.59149 -2.74350 4.28520  0.12
13 C 2.13867 0.33137 1.65190  -0.16
14 C 2.76864 -0.32940 0.44629  -0.16
15 O 1.86802 -1.39870 0.11077  -0.18
16 S 0.36533 -0.96077 0.46707  0.63
17 O -0.26000 -0.47970 -0.71692  -0.22
18 O -0.23299 -1.95922 1.26727  -0.19
19 O 0.73082 0.30397 1.38657  -0.18
20 H 2.32661 -0.23602 2.56648  0.13
21 H 2.47779 1.35568 1.78592  0.14
22 H 3.76235 -0.71787 0.65370  0.14
23 H 2.81460 0.35508 -0.40085  0.09
24 C 1.35511 3.31175 -3.17242  -0.16
25 C 1.70045 2.05331 -3.93801  -0.15
26 O 3.13420 1.98606 -3.88727  -0.18
27 S 3.64818 2.60734 -2.50617  0.61
28 O 3.87191 1.54579 -1.58656  -0.23
29 O 4.63731 3.57985 -2.78662  -0.20
30 O 2.28849 3.34088 -2.08417  -0.18
31 H 1.51035 4.20565 -3.77996  0.13
32 H 0.33525 3.30221 -2.79688  0.14
33 H 1.35638 2.08114 -4.96808  0.14
34 H 1.29982 1.16457 -3.44495  0.13

Output
Kohn-Sham gap in eV: 10.51
E in a.u.: -1988.4239


# C15H27FN8O18

8 unconnected molecules or ions with the total composition C15H27FN8O18 in a non-equilibrium geometry (wB97M-V/def2-TZVPD, the OMol25 dataset).

Each line ends with the Löwdin charge.
Geometry (Å):
1 C -2.12526 -2.57341 -0.36193  -0.06
2 C -0.63359 -2.18498 -0.90289  -0.29
3 F -0.50339 -2.29749 -2.34370  -0.09
4 C 0.53232 -3.00754 -0.09522  -0.05
5 C 0.91193 -2.07748 1.16434  -0.02
6 C 1.46347 -0.74780 1.17479  -0.09
7 N 1.80992 0.06598 -0.00233  0.17
8 C 2.18065 1.28524 0.40209  -0.10
9 O 2.20959 2.53236 0.47747  0.08
10 C 1.51121 -0.45452 2.75003  -0.27
11 O 1.34200 0.64033 3.34600  0.10
12 O 1.74276 -1.76796 3.33416  0.04
13 C 0.69631 -2.56211 2.68457  -0.26
14 O -0.12766 -3.35301 3.19804  0.12
15 H -2.87556 -2.05303 -1.05769  0.06
16 H -2.26061 -2.17512 0.71455  0.10
17 H -2.23954 -3.71624 -0.42005  0.08
18 H -0.52771 -1.05065 -0.66149  0.13
19 H 0.02065 -3.95503 0.34193  0.12
20 H 1.42100 -3.26556 -0.76959  0.13
21 C -4.26700 0.89834 -2.24361  0.05
22 N -4.72658 0.06801 -1.10013  -0.41
23 O -3.86535 -0.45267 -0.40075  0.00
24 O -5.93180 -0.03398 -0.94233  0.08
25 H -3.17794 0.89950 -2.26178  0.10
26 H -4.66775 0.45356 -3.15438  0.10
27 H -4.65149 1.90677 -2.09261  0.10
28 C 1.22454 5.04111 -2.72823  0.05
29 N 0.76440 4.20845 -1.58496  -0.38
30 O 1.62763 3.68378 -0.88289  0.00
31 O -0.44171 4.10674 -1.42766  0.08
32 H 2.31343 5.04194 -2.74639  0.10
33 H 0.82385 4.59817 -3.63988  0.10
34 H 0.84036 6.04950 -2.57592  0.10
35 C -2.92280 0.87895 2.65628  0.05
36 N -4.02413 1.87388 2.57569  -0.43
37 O -4.80139 1.93012 3.51844  0.05
38 O -4.07097 2.56435 1.56887  0.06
39 H -3.00391 0.33920 3.59887  0.10
40 H -3.03281 0.19855 1.81148  0.07
41 H -1.98109 1.42571 2.60489  0.10
42 C 5.88744 2.28197 -0.02675  0.05
43 N 6.03792 1.47659 -1.26770  -0.42
44 O 7.15349 1.41633 -1.76648  0.05
45 O 5.03160 0.93222 -1.69949  0.07
46 H 6.85550 2.70431 0.23888  0.10
47 H 5.16572 3.07211 -0.23382  0.10
48 H 5.52982 1.61424 0.75679  0.10
49 C 8.80849 -0.31073 -3.55487  0.02
50 N 8.95760 -1.11668 -4.79530  -0.45
51 O 10.07217 -1.17810 -5.29490  0.06
52 O 7.95052 -1.65977 -5.22475  0.06
53 H 9.77760 0.11043 -3.29089  0.10
54 H 8.08822 0.47938 -3.76074  0.08
55 H 8.45120 -0.97733 -2.77065  0.10
56 C -4.04228 -5.47743 -3.63691  0.05
57 N -4.36847 -4.27538 -2.82568  -0.42
58 O -5.15086 -3.46846 -3.30671  0.07
59 O -3.82718 -4.18289 -1.73336  0.03
60 H -4.59105 -5.42684 -4.57624  0.10
61 H -2.96741 -5.47039 -3.81708  0.10
62 H -4.34176 -6.35322 -3.06171  0.10
63 C -4.23078 2.19787 6.94468  0.04
64 N -4.69571 1.37062 8.08895  -0.45
65 O -3.83964 0.85177 8.79121  0.06
66 O -5.90376 1.27073 8.24246  0.06
67 H -3.14168 2.19768 6.93046  0.09
68 H -4.62835 1.75178 6.03304  0.08
69 H -4.61435 3.20723 7.09147  0.10

Output
Structure (SMILES): C[C@H](F)CC1=C(N=C=O)C(=O)OC1=O.C[N+](=O)[O-].C[N+](=O)[O-].C[N+](=O)[O-].C[N+](=O)[O-].C[N+](=O)[O-].C[N+](=O)[O-].C[N+](=O)[O-]
Kohn-Sham gap in eV: 8.74
E in a.u.: -2479.1243